one:
Computed, not measured: an isolated ion of composition C2H8NS and charge +1, with ωB97M-V/def2-TZVPD.

## Properties
* SMILES: [NH3+]CCS
* lowest unoccupied orbital energy: -0.147 Ha
* HOMO energy: -13.3 eV

```
! RIJCOSX wB97M-V def2-TZVPD def2/J DEFGRID3
* xyz 1 1
N 0.9038 0.7364 -1.1502
C -0.2217 -0.1750 -0.5761
C -0.3399 -0.0363 0.9326
S -1.6500 -1.2543 1.3938
H 1.7140 0.2167 -1.4793
H 0.5264 1.3464 -1.8696
H 1.2264 1.2837 -0.3423
H 0.0184 -1.1818 -0.8506
H -1.1062 0.1442 -1.1201
H 0.6018 -0.3141 1.3826
H -0.6965 0.9479 1.2258
H -0.9765 -1.7138 2.4534
*
```

Atomic partial charges in e from the Löwdin method, atoms 1 to 4: N 0.20; C -0.22; C -0.53; S 0.77



two:
Computed, not measured: a 2-piece molecular cluster, C2H8NS overall, with ωB97M-V/def2-TZVPD.

## Properties
* lowest unoccupied orbital energy: -0.139 Ha
* HOMO energy: -14.3 eV

```
! RIJCOSX wB97M-V def2-TZVPD def2/J DEFGRID3
* xyz 1 1
C -1.0481 -0.8527 -0.0621
C 0.7995 0.8823 -0.0980
N -0.3273 0.2600 0.5674
S 2.2908 -0.1529 0.0070
H -1.4678 -0.7561 -1.1127
H -0.6053 -1.7368 0.1150
H -2.0313 -0.7635 0.5738
H 0.4528 1.3435 -1.4896
H 0.9525 1.9356 0.3165
H -0.0992 -0.1981 1.4853
H -1.0281 1.0136 0.7580
H 2.1113 -0.9747 -1.0605
*
```

Atomic partial charges in e from the Löwdin method, atoms 1 to 4: C -0.03; C -0.57; N -0.14; S 0.76



Out of the structures above, which one is the least stable? Solution: two.